C36H46BrIrN6OSi2 | wB97M-V/def2-TZVPD

XYZ file:
```
93
Properties=species:S:1:pos:R:3
Ir -0.28458 -0.03133 -0.11207
C -0.62869 3.38538 -1.04039
Si 0.55635 3.20853 0.39066
C 2.21340 3.87596 -0.18663
C -0.12178 4.11544 1.88343
N 0.77401 1.48399 0.77911
C 1.66906 1.04214 1.66855
C 2.41758 1.88098 2.53905
C 3.32519 1.35652 3.41159
C 3.52543 -0.03979 3.47122
C 2.83169 -0.88272 2.65016
C 1.90076 -0.38682 1.70033
N 1.19721 -1.14233 0.83389
Si 1.49643 -2.87679 0.50294
C 1.24980 -3.23988 -1.31967
C 3.26511 -3.44623 0.79123
C 0.38802 -3.95961 1.55484
H -0.32742 4.25179 -1.63467
H -1.64425 3.56086 -0.68824
H -0.63388 2.51371 -1.69641
H 2.10449 4.92809 -0.46158
H 2.53313 3.33714 -1.08338
H 3.01030 3.80842 0.55360
H -0.73918 4.95357 1.55199
H 0.64979 4.52119 2.53852
H -0.75404 3.45104 2.47780
H 2.23663 2.94550 2.53469
H 3.87323 2.00804 4.07878
H 4.22139 -0.45035 4.19076
H 2.97772 -1.94356 2.75243
H 2.04459 -2.79723 -1.92242
H 0.29443 -2.92455 -1.72518
H 1.32212 -4.32425 -1.44323
H 4.01696 -2.78932 0.34810
H 3.34034 -4.41778 0.29275
H 3.52663 -3.61504 1.83425
H -0.42537 -4.40380 0.98181
H -0.05139 -3.40932 2.38696
H 0.98134 -4.77677 1.97183
C -1.97769 -1.50583 -5.00854
C -2.18846 -1.82352 -3.55588
C -3.17438 -2.69782 -3.11420
C -3.33040 -2.91520 -1.76197
C -2.49816 -2.25849 -0.86639
Br -2.80575 -2.60550 0.95492
N -1.52703 -1.43255 -1.26074
C -1.40383 -1.22850 -2.58829
H -2.59727 -2.13942 -5.64002
H -0.93699 -1.65460 -5.29792
H -2.23603 -0.46701 -5.21739
H -3.81893 -3.20267 -3.82277
H -4.08889 -3.58248 -1.38141
H -0.62407 -0.53769 -2.87701
N 1.24272 -0.00737 -1.55296
C 2.34468 -0.13557 -1.87726
N 3.59170 -0.28067 -2.21911
C 4.03934 -1.22402 -3.25186
C 5.06494 -0.51921 -4.12386
O 6.11477 0.00003 -3.33282
C 5.64843 0.98647 -2.43189
C 4.65816 0.38606 -1.45040
H 3.18050 -1.55412 -3.83403
H 4.49766 -2.08891 -2.76430
H 4.58139 0.28786 -4.68875
H 5.51021 -1.22303 -4.82444
H 5.17627 1.80919 -2.98351
H 6.51761 1.37058 -1.90158
H 4.21134 1.14737 -0.81158
H 5.15410 -0.35892 -0.82251
N -1.84434 0.60281 0.61784
C -2.91211 0.73501 1.26921
C -2.90228 0.53561 2.75300
C -1.89320 -0.22215 3.35027
C -1.82607 -0.33741 4.72812
C -2.75423 0.31728 5.52781
C -3.74376 1.09214 4.94318
C -3.82022 1.20099 3.56201
C -4.17756 1.09123 0.56016
C -5.37810 0.53118 0.99353
C -6.54854 0.74865 0.28127
C -6.53384 1.53357 -0.86193
C -5.33845 2.08688 -1.30155
C -4.16585 1.85793 -0.60075
H -1.15565 -0.70712 2.72397
H -1.04514 -0.93390 5.18230
H -2.69960 0.23035 6.60497
H -4.45911 1.61643 5.56287
H -4.59105 1.81261 3.11157
H -5.39576 -0.08607 1.88189
H -7.47405 0.30528 0.62449
H -7.44960 1.71283 -1.40964
H -5.31994 2.69836 -2.19437
H -3.23007 2.26219 -0.95920
```

Largest force on an atom   0.9 eV/Å
LUMO (spin up / spin down)   -2.33 / -3.58 eV
Relative energy (zero: lowest compared OMol25 entry of this formula, charge and spin)   0.088 eV
Spin multiplicity   2
Total charge   +1
Electronic energy   -5060.4132 Ha
Orbital gap (spin up / spin down)   7.07 / 6.76 eV

Here is what Löwdin gives for the atomic charges, in e: 1.292 -0.181 0.440 -0.162 -0.155 -0.162 -0.302 -0.043 -0.068 -0.069 -0.040 -0.299 -0.169 0.453 -0.157 -0.174 -0.182 0.040 0.014 0.006 0.040 0.024 0.024 0.037 0.030 0.035 0.080 0.111 0.110 0.078 0.008 -0.001 0.050 0.030 0.043 0.027 0.003 0.017 0.037 -0.029 -0.235 0.007 -0.086 -0.689 0.923 -0.112 -0.113 0.084 0.086 0.092 0.129 0.106 0.095 0.060 -0.201 -0.060 -0.102 -0.180 -0.112 -0.177 -0.084 0.134 0.134 0.133 0.136 0.133 0.136 0.129 0.135 -0.095 -0.315 -0.188 -0.067 -0.067 -0.074 -0.064 -0.034 -0.174 -0.045 -0.065 -0.076 -0.069 -0.028 0.067 0.107 0.107 0.109 0.116 0.115 0.109 0.107 0.107 0.080